Record 1
C7H19N3S | the ωB97M-V functional and the def2-TZVPD basis

```
30
Properties=species:S:1:pos:R:3
C 0.88 -1.81 -0.11
C 1.21 -1.11 2.31
C -0.99 -1.83 1.59
C -1.12 0.07 -2.83
C 1.75 1.68 -1.35
C 0.12 0.41 0.77
C 0.21 -1.07 1.13
N -1.83 2.50 1.26
N -0.24 1.06 -2.33
N 0.84 0.61 -1.69
S -1.49 1.00 0.40
H 1.27 -1.00 -0.79
H 0.13 -2.38 -0.71
H 1.41 -2.56 0.32
H 1.28 -2.13 2.69
H 2.20 -0.81 1.90
H 0.76 -0.43 3.12
H -0.83 -2.97 1.49
H -1.26 -1.67 2.55
H -1.80 -1.48 0.96
H -1.28 -0.73 -2.06
H -2.02 0.60 -3.14
H -0.71 -0.27 -3.74
H 2.34 1.84 -2.32
H 1.26 2.73 -1.16
H 2.33 1.39 -0.45
H 0.92 1.13 1.20
H -2.57 3.02 0.66
H -2.17 2.31 2.24
H -0.59 1.89 -1.91
```

Computed properties:
Gap between HOMO and LUMO (alpha / beta) ... 0.270 / 0.276 hartree
HOMO level (alpha / beta) ... -7.20 / -7.06 eV
Charge ... 0
Multiplicity ... 1

These are the natural (NBO) partial charges, in e, on atoms 1 to 2:
1 C -0.640
2 C -0.597

---

Record 2
C7H19N4OS | the ωB97M-V functional and the def2-TZVPD basis

```
32
Properties=species:S:1:pos:R:3
C -1.13 -2.65 0.00
C 0.33 -2.57 -0.46
C 1.92 -0.83 -0.54
C 1.66 0.60 -0.05
C -2.75 1.45 -0.67
C 2.40 2.94 0.26
C -2.81 0.54 0.52
N -1.95 -1.49 -0.21
N 0.46 0.96 0.46
N 2.62 1.50 -0.10
N -1.67 -0.37 0.67
O 0.92 -1.52 0.14
S 3.78 -1.33 -0.04
H -1.73 -3.54 -0.36
H -0.98 -2.66 1.09
H 0.65 -3.50 -0.21
H 0.39 -2.48 -1.49
H 1.91 -1.04 -1.57
H -1.86 2.03 -0.88
H -3.01 0.99 -1.61
H -3.45 2.18 -0.59
H 1.47 3.40 -0.14
H 2.40 3.17 1.26
H 3.28 3.45 -0.08
H -3.60 -0.09 0.56
H -2.79 1.30 1.39
H 0.50 1.82 0.90
H -1.97 -1.02 -1.19
H 3.61 1.29 -0.23
H -0.53 0.36 0.65
H -1.65 -0.68 1.60
H 3.56 -2.22 0.90
```

Computed properties:
Gap between HOMO and LUMO ... 0.343 hartree
HOMO level ... -12.08 eV
Charge ... +1
Multiplicity ... 1

These are the natural (NBO) partial charges, in e, on atoms 1 to 2:
1 C -0.240
2 C -0.075

---

Record 3
C7H20F6FeN10O11S2 | the ωB97M-V functional and the def2-TZVPD basis

```
57
Properties=species:S:1:pos:R:3
Fe 0.12 -0.23 0.24
C 1.01 -0.99 4.60
F 2.29 -0.81 4.21
F 0.88 -1.75 5.67
F 0.42 0.20 4.67
S -0.05 -1.91 3.23
O 0.43 -3.29 3.00
O -1.45 -1.86 3.62
O 0.19 -1.16 2.01
C 0.00 -1.21 -4.40
F 1.10 -0.65 -4.43
F -0.89 -0.27 -4.40
F -0.08 -2.08 -5.41
S -0.19 -2.22 -2.68
O -1.50 -2.87 -2.83
O 0.85 -3.22 -2.70
O -0.01 -1.26 -1.64
C 2.42 1.37 -1.61
O 1.60 0.91 -0.88
N 3.57 1.63 -1.12
N 2.24 1.57 -2.92
H 3.61 1.30 -0.17
H 3.95 2.47 -1.54
H 1.65 0.97 -3.47
H 2.83 2.30 -3.29
C 2.79 -2.58 0.50
O 2.34 -1.41 0.39
N 3.56 -2.99 1.42
N 2.55 -3.53 -0.29
H 3.91 -3.94 1.48
H 4.13 -2.22 1.75
H 3.07 -4.39 -0.17
H 2.05 -3.41 -1.16
C -1.58 2.01 -1.71
O -1.07 1.25 -1.03
N -2.80 1.84 -2.12
N -1.07 3.15 -2.03
H -3.28 0.99 -1.87
H -3.21 2.57 -2.68
H -1.71 3.70 -2.57
H -0.09 3.40 -1.95
C -0.70 2.46 1.94
O -0.33 1.36 1.45
N -1.14 2.68 3.15
N -0.86 3.49 1.23
H -1.15 3.63 3.49
H -1.45 1.90 3.70
H -1.31 4.27 1.67
H -0.54 3.50 0.27
C -2.94 -0.76 0.85
O -1.81 -1.02 0.47
N -3.23 -0.13 1.93
N -3.99 -0.94 0.05
H -3.97 0.53 2.11
H -2.38 -0.10 2.48
H -4.95 -0.85 0.31
H -3.85 -1.41 -0.84
```

Computed properties:
Gap between HOMO and LUMO (alpha / beta) ... 0.099 / 0.183 hartree
HOMO level (alpha / beta) ... -2.56 / -9.83 eV
Charge ... 0
Multiplicity ... 9

These are the natural (NBO) partial charges, in e, on atoms 1 to 2:
1 Fe 2.055
2 C 0.784

---

Record 4
C7H20F6N11O9S2Zn | the ωB97M-V functional and the def2-TZVPD basis

```
56
Properties=species:S:1:pos:R:3
Zn -0.26 -0.09 0.25
C 6.03 1.67 0.48
F 5.49 2.43 -0.45
F 7.37 1.70 0.23
F 5.79 2.15 1.69
S 5.39 -0.17 0.29
O 6.51 -1.00 -0.18
O 4.95 -0.54 1.60
N 3.99 -0.05 -0.81
S 4.72 -0.05 -2.25
O 3.92 0.55 -3.30
O 6.08 0.53 -2.34
C 4.97 -2.00 -2.69
F 4.25 -2.67 -1.86
F 4.63 -2.22 -3.91
F 6.20 -2.30 -2.48
C -0.26 -5.48 3.01
O -0.29 -4.33 2.56
N 0.60 -5.85 3.83
N -1.06 -6.41 2.55
H 0.67 -6.81 4.11
H 0.89 -5.08 4.43
H -1.60 -6.37 1.69
H -0.91 -7.36 2.87
C 0.02 3.57 4.93
O 0.07 2.65 4.12
N 0.28 4.76 4.55
N -0.36 3.44 6.19
H 0.28 5.51 5.22
H 0.46 4.96 3.58
H 0.02 4.15 6.79
H -0.43 2.52 6.59
C -1.15 -2.82 -5.13
O -1.19 -2.43 -3.97
N -1.35 -2.12 -6.23
N -1.00 -4.09 -5.49
H -1.18 -2.31 -7.21
H -1.72 -1.22 -5.95
H -1.11 -4.20 -6.49
H -0.76 -4.88 -4.91
C -2.03 4.60 -2.95
O -1.44 3.87 -2.16
N -1.62 4.93 -4.15
N -3.08 5.31 -2.57
H -0.71 4.67 -4.50
H -2.21 5.59 -4.64
H -3.45 5.29 -1.62
H -3.40 6.02 -3.21
C -5.90 0.18 2.24
O -4.89 0.05 1.54
N -6.11 1.16 2.97
N -6.89 -0.60 2.25
H -5.49 1.95 2.89
H -7.01 1.09 3.43
H -7.01 -1.44 1.70
H -7.69 -0.39 2.84
```

Computed properties:
Gap between HOMO and LUMO ... 0.083 hartree
HOMO level ... -11.64 eV
Charge ... +1
Multiplicity ... 1

These are the natural (NBO) partial charges, in e, on atoms 1 to 2:
1 Zn 0.990
2 C 0.813

---

Record 5
C7H20GaNO2S | the ωB97M-V functional and the def2-TZVPD basis

```
32
Properties=species:S:1:pos:R:3
C 3.70 -0.66 0.83
C 3.38 0.46 -0.17
S 2.09 1.52 0.53
C 0.98 1.90 -0.85
Ga -0.97 1.69 -0.42
C -1.53 -0.02 0.64
C -0.54 -1.12 0.76
O 0.16 -1.24 1.75
N -0.41 -2.10 -0.30
C 0.07 -1.43 -1.52
C -1.65 -2.84 -0.55
H 2.99 -1.47 0.74
H 4.72 -1.02 0.68
H 3.59 -0.27 1.84
H 4.28 1.04 -0.38
H 3.04 0.06 -1.13
H 1.15 2.94 -1.13
H 1.23 1.32 -1.74
H -1.42 2.95 0.63
H -1.90 1.86 -1.71
H -1.78 0.27 1.66
H -2.44 -0.38 0.16
H 0.95 -0.85 -1.25
H 0.41 -2.20 -2.22
H -0.70 -0.79 -1.98
H -1.70 -3.10 -1.61
H -1.66 -3.78 0.00
H -2.56 -2.27 -0.33
O -3.39 2.27 1.63
H -3.61 3.18 1.34
H -4.04 1.87 2.23
H -2.41 2.21 1.87
```

Computed properties:
Gap between HOMO and LUMO ... 0.204 hartree
HOMO level ... -7.00 eV
Charge ... 0
Multiplicity ... 1

These are the natural (NBO) partial charges, in e, on atoms 1 to 2:
1 C -0.618
2 C -0.520

---

Record 6
C7H20InO3S | the ωB97M-V functional and the def2-TZVPD basis

```
32
Properties=species:S:1:pos:R:3
C 0.23 0.39 0.92
C 0.13 -1.00 0.31
C -0.97 -1.88 0.90
C -0.95 -1.91 2.42
In -3.05 -1.48 0.15
C -3.90 0.53 0.74
O -3.23 1.10 1.90
O -2.54 2.24 1.40
H -0.23 1.11 0.28
H -0.18 0.44 1.92
H 1.27 0.66 1.01
H 0.05 -0.94 -0.75
H 1.08 -1.51 0.49
H -0.75 -2.89 0.57
H -1.38 -1.03 2.87
H -1.54 -2.75 2.74
H 0.08 -2.06 2.77
H -4.10 -2.73 0.93
H -3.22 -1.72 -1.62
H -4.91 0.38 1.06
H -3.89 1.27 -0.03
H -1.91 2.40 2.11
C 3.57 1.52 -3.59
S 3.17 0.13 -2.51
O 1.70 -0.02 -2.54
C 3.58 0.98 -0.98
H 3.34 1.22 -4.61
H 2.97 2.38 -3.32
H 4.63 1.75 -3.51
H 2.97 1.88 -0.88
H 4.64 1.23 -0.97
H 3.35 0.30 -0.16
```

Computed properties:
Gap between HOMO and LUMO ... 0.221 hartree
HOMO level ... -3.66 eV
Charge ... -1
Multiplicity ... 1

These are the Löwdin partial charges, in e, on atoms 1 to 2:
1 C -0.107
2 C -0.326

---

Record 7
C7H20IrN8O3 | the ωB97M-V functional and the def2-TZVPD basis

```
39
Properties=species:S:1:pos:R:3
Ir -0.06 0.61 -0.22
N -0.31 -2.56 -1.33
N 1.02 -2.96 -1.51
C 2.06 -2.15 -1.19
N 3.26 -2.63 -1.46
N 1.77 -0.95 -0.69
N 2.78 -0.09 -0.39
O 2.36 0.98 0.02
O 3.96 -0.35 -0.51
H -0.87 -3.40 -1.24
H -0.65 -2.01 -2.12
H 1.21 -3.66 -2.22
H 3.36 -3.56 -1.85
H 4.08 -2.08 -1.25
C 0.46 -2.43 4.40
N 0.57 -1.24 3.58
C 0.24 -1.17 2.29
N -0.25 -2.24 1.67
O 0.41 -0.07 1.69
H 0.88 -2.21 5.38
H 1.04 -3.26 3.98
H -0.58 -2.73 4.53
H 0.93 -0.38 3.97
H -0.43 -3.09 2.17
H -0.56 -2.15 0.71
C -2.05 3.63 0.10
C -1.74 2.96 -1.24
C -0.77 3.79 -2.08
C -3.01 2.62 -2.01
N -1.08 1.70 -0.94
H -2.54 4.59 -0.09
H -1.14 3.81 0.66
H -2.72 3.01 0.69
H -1.23 4.75 -2.31
H -0.53 3.29 -3.01
H 0.15 3.97 -1.53
H -3.53 3.55 -2.27
H -3.68 2.01 -1.41
H -2.78 2.09 -2.94
```

Computed properties:
Gap between HOMO and LUMO ... 0.294 hartree
HOMO level ... -11.08 eV
Charge ... +1
Multiplicity ... 1

These are the natural (NBO) partial charges, in e, on atoms 1 to 2:
1 Ir 0.743
2 N -0.649

---

| no. | total energy (eV) |
| --- | --- |
| 1 | -22867.1298 |
| 2 | -26401.0505 |
| 3 | -117361.6571 |
| 4 | -128780.5449 |
| 5 | -76374.8521 |
| 6 | -29729.3638 |
| 7 | -28475.6538 |